1.
Entry from OMol25: the molecule C22H26N2O2S at a distorted geometry (ωB97M-V/def2-TZVPD).

The geometry in XYZ format:
```
53
C22H26N2O2S (ωB97M-V/def2-TZVPD)
O 3.8885 3.9712 -1.9869
C 2.5819 4.4641 -1.7750
C 1.9686 3.7520 -0.5699
H 1.3250 4.4435 -0.0252
H 2.7771 3.4442 0.0912
C 1.1288 2.5201 -0.9522
N 1.8214 1.7070 -1.9308
C 2.9295 0.9861 -1.3423
C 2.5708 0.2269 -0.0600
N 1.9576 1.1362 0.8923
C 0.7670 1.7362 0.3211
H 0.0055 0.9781 0.0753
H 0.3417 2.4253 1.0559
C 1.7208 0.5205 2.1941
C 0.8075 -0.6794 2.1362
C -0.5693 -0.5151 2.1283
C -1.4256 -1.5995 1.9374
C -0.8803 -2.8737 1.7792
C 0.4892 -3.0461 1.8113
C 1.3299 -1.9589 1.9788
H 2.4007 -2.1035 1.9908
H 0.9075 -4.0348 1.6922
H -1.5279 -3.7225 1.6284
C -2.8589 -1.3870 1.8784
C -3.9007 -2.2551 1.6585
C -5.0801 -1.4788 1.6798
C -4.6797 -0.1983 1.9091
O -3.3458 -0.1316 2.0290
H -5.2272 0.7186 2.0046
H -6.0837 -1.8262 1.5430
H -3.8385 -3.3117 1.4988
H -0.9967 0.4662 2.2718
H 2.6969 0.2293 2.5933
H 1.2955 1.2907 2.8436
H 1.9065 -0.6201 -0.2985
H 3.4868 -0.1701 0.3856
H 3.7033 1.7234 -1.1144
H 3.3272 0.2874 -2.0809
C 1.0005 0.9893 -2.8839
C 0.1262 -0.1246 -2.3608
C 0.5038 -1.4288 -2.2859
S -0.7170 -2.4389 -1.6139
C -1.7681 -1.0909 -1.4404
C -1.1967 0.0593 -1.8729
H -1.6962 1.0124 -1.8566
H -2.7467 -1.2381 -1.0289
H 1.4351 -1.8662 -2.5883
H 1.6797 0.5767 -3.6369
H 0.3583 1.7275 -3.3769
H 0.2002 2.8731 -1.4170
H 1.9588 4.2944 -2.6621
H 2.6272 5.5475 -1.5836
H 4.2051 4.2716 -2.8440
```

Calculated values
Calculated total energy (Ha): -1512.0647
LUMO energy (Ha): 0.0263
Highest occupied orbital energy (eV): -7.734
Kohn-Sham gap (hartree): 0.3105
SMILES: OCC[C@@H]1CN(Cc2cccc(-c3ccco3)c2)CCN1Cc1ccsc1
Largest force on an atom (eV/A): 1.128
Charge: 0
Energy above the lowest of the compared OMol25 structures with the same formula, charge and spin (kcal per mole): 71.6

---

2.
Entry from OMol25: C51H45AlCl3N7O2STe as an isolated structure (ωB97M-V/def2-TZVPD).

The geometry in XYZ format:
```
111
C51H45AlCl3N7O2STe (ωB97M-V/def2-TZVPD)
Al -0.4342 -0.7784 -0.4184
C -2.3692 -4.5984 1.0504
C -2.7072 -4.3848 2.3840
C -2.5454 -3.1229 2.8838
C -2.0487 -2.0884 2.0732
N -1.6487 -2.2972 0.8002
C -1.8508 -3.5547 0.3315
N -2.0160 -0.8641 2.6875
C -1.7902 0.2397 2.0824
N -1.4782 0.4916 0.7452
C -1.3726 1.8626 0.5926
N -1.3989 2.5275 -0.5004
C -1.4830 1.9121 -1.7292
C -2.0830 2.6710 -2.7441
C -2.0879 2.2170 -4.0367
C -1.4160 1.0281 -4.3143
C -0.8621 0.3355 -3.2729
N -0.9405 0.7008 -1.9684
C -1.4536 2.6018 1.9033
C -2.5087 3.6946 1.9207
C -2.2720 4.5087 2.9339
C -1.0592 4.0271 3.7029
C -1.8704 1.6637 4.1580
C -1.8002 1.4923 2.8471
H -2.5038 -5.5594 0.5732
H -3.0929 -5.1860 3.0017
H -2.7970 -2.8608 3.9015
H -1.5757 -3.7142 -0.6876
H -2.5128 3.6206 -2.4586
H -2.5564 2.7900 -4.8268
H -1.3049 0.6522 -5.3222
H -0.2777 -0.5394 -3.4987
H -3.3152 3.7350 1.2006
H -2.8771 5.3502 3.2464
H -0.4954 4.8265 4.1837
H -2.0674 0.8227 4.8149
C -4.7793 -4.7771 -6.2989
C -3.6743 -4.2010 -5.4543
C -3.8779 -3.8934 -4.1120
C -2.8471 -3.4073 -3.3217
C -1.5960 -3.2288 -3.8902
C -1.3683 -3.4863 -5.2390
C -2.4115 -3.9749 -6.0060
S -0.1974 -2.6960 -2.9389
C 0.4225 -4.2822 -2.3879
O -0.8540 -2.0882 -1.6543
H -5.7155 -4.8378 -5.7461
H -4.5142 -5.7827 -6.6309
H -4.9428 -4.1727 -7.1925
H -4.8580 -4.0367 -3.6715
H -3.0278 -3.1482 -2.2868
H -0.3847 -3.3203 -5.6680
H -2.2418 -4.1871 -7.0556
H -0.3085 -4.7583 -1.7370
H 1.3706 -4.1031 -1.8807
H 0.6063 -4.8659 -3.2868
Cl 2.1860 -2.9413 -4.7968
C 3.2645 -1.1751 -3.2257
Cl 4.6382 -2.0550 -2.7206
Cl 3.4850 0.0872 -4.3661
C 2.2661 -0.9557 -2.2721
N 1.4207 -0.7876 -1.5014
C 4.8995 6.0724 -1.0876
C 4.2252 4.8522 -0.5201
C 3.2525 4.1664 -1.2202
C 2.5966 3.0624 -0.6831
C 1.5803 2.3889 -1.5375
C 2.9091 2.6428 0.6087
Te 2.0964 1.0858 1.8850
N 1.0228 -0.5031 1.0701
C 1.0376 -1.2672 2.2056
O 1.2080 -0.7269 3.3103
C 1.0424 -2.7624 2.1388
C 0.8561 -3.4766 3.3176
C 0.9633 -4.8584 3.3157
C 1.2749 -5.5313 2.1408
C 1.4741 -4.8213 0.9643
C 1.3566 -3.4399 0.9626
C 0.8367 2.3453 3.1002
C 1.2403 2.0998 4.3541
C 0.7095 2.5455 5.6442
C -0.5518 2.8971 5.8740
C -1.5707 3.0186 4.7760
C -0.2241 3.3186 2.5821
C 0.4169 4.3832 1.6815
C 3.9429 3.2898 1.3301
C 4.4392 2.8923 2.7063
C 4.5674 4.3800 0.7417
H 4.6376 6.2242 -2.1338
H 5.9845 5.9879 -1.0102
H 4.6021 6.9619 -0.5290
H 2.9784 4.4932 -2.2189
H 0.8749 3.1140 -1.9420
H 1.0358 1.6487 -0.9698
H 2.0608 1.8849 -2.3792
H 0.6304 -2.9337 4.2263
H 0.8163 -5.4094 4.2358
H 1.3802 -6.6091 2.1427
H 1.7415 -5.3477 0.0553
H 1.5444 -2.8730 0.0572
H 2.0632 1.4003 4.4793
H 1.3956 2.4713 6.4804
H -0.8599 3.1288 6.8880
H -2.4961 3.4154 5.2014
H -0.2820 5.1990 1.5124
H 0.6807 3.9722 0.7111
H 1.3183 4.7863 2.1469
H 4.7259 1.8414 2.7603
H 3.6968 3.0839 3.4834
H 5.3204 3.4800 2.9531
H 5.3608 4.8783 1.2898
```

Calculated values
Calculated total energy (Ha): -4793.2452
LUMO energy (alpha / beta) (Ha): -0.0993 / -0.1196
Spin multiplicity: 2
Highest occupied orbital energy (alpha / beta) (eV): -9.787 / -10.625
Kohn-Sham gap (alpha / beta) (hartree): 0.2604 / 0.2709
Largest force on an atom (eV/A): 0.724
Charge: +1

---

3.
Entry from OMol25: C36H38N5O2ReS as an isolated structure (ωB97M-V/def2-TZVPD).

The geometry in XYZ format:
```
83
C36H38N5O2ReS (ωB97M-V/def2-TZVPD)
Re 0.0998 0.1179 0.0034
C -3.4638 3.9691 -4.4091
C -2.5486 3.4667 -3.3333
C -1.2335 3.9235 -3.2186
C -0.4034 3.4340 -2.2350
C -0.8456 2.4743 -1.3210
N 0.0668 1.9829 -0.3456
C 0.9796 2.8947 0.2544
C 0.5124 4.1361 0.6908
C 1.3271 4.9967 1.3933
C 2.6500 4.6516 1.6841
C 3.5333 5.5635 2.4827
C 3.1192 3.4243 1.2267
C 2.3117 2.5517 0.5101
N 2.9110 1.3607 -0.0017
C 4.2109 1.1670 -0.3182
C 4.3616 -0.1320 -0.7392
C 3.0874 -0.6874 -0.6646
N 2.2121 0.2209 -0.2252
C -2.1655 2.0029 -1.4324
C -2.9854 2.4976 -2.4335
N -2.7304 1.0411 -0.5353
C -4.0239 0.8797 -0.1964
C -4.1295 -0.2535 0.5831
C -2.8319 -0.7363 0.6973
N -1.9875 0.0517 0.0190
H -3.0383 4.8273 -4.9231
H -4.4297 4.2577 -3.9945
H -3.6435 3.1864 -5.1488
H -0.8579 4.6621 -3.9146
H 0.6144 3.7953 -2.1574
H -0.5128 4.4148 0.4794
H 0.9338 5.9491 1.7250
H 3.2225 6.6007 2.3756
H 4.5747 5.4788 2.1774
H 3.4756 5.3094 3.5435
H 4.1420 3.1475 1.4480
H 4.9303 1.9654 -0.2509
H 5.2691 -0.6040 -1.0736
H 2.7507 -1.6801 -0.9191
H -3.9900 2.1090 -2.5429
H -4.7789 1.5765 -0.5199
H -5.0282 -0.6613 1.0127
H -2.4559 -1.5942 1.2342
O 0.2050 -1.8804 -0.2555
S -0.4033 -2.8947 -1.3214
C 0.9754 -3.8929 -1.7551
C 1.0496 -4.2413 -3.0985
C 2.0721 -5.0874 -3.5085
C 3.0026 -5.5428 -2.5879
C 2.9274 -5.1626 -1.2478
C 1.9051 -4.3391 -0.8163
C -1.4888 -3.8950 -0.3661
C -1.1522 -4.3677 0.9018
C -2.0605 -5.1719 1.5642
C -3.2707 -5.5087 0.9570
C -3.5891 -5.0311 -0.3044
C -2.6984 -4.2022 -0.9760
H 0.3235 -3.8706 -3.8119
H 2.1405 -5.3828 -4.5465
H 3.7989 -6.1999 -2.9115
H 3.6628 -5.5244 -0.5419
H 1.8375 -4.0452 0.2220
H -0.2055 -4.1161 1.3593
H -1.8245 -5.5567 2.5472
H -3.9657 -6.1550 1.4769
H -4.5269 -5.3014 -0.7705
H -2.9384 -3.8182 -1.9604
C 0.8737 -1.5454 3.6613
C 1.3893 -0.5168 2.6874
O 0.2584 0.2002 2.0319
C -0.2657 1.2792 2.9237
C -1.6594 1.7257 2.5908
H 1.7274 -2.0948 4.0611
H 0.2150 -2.2577 3.1624
H 0.3472 -1.1140 4.5101
H 1.9403 -0.9836 1.8747
H 2.0130 0.2484 3.1503
H 0.4684 2.0834 2.8672
H -0.2414 0.8397 3.9161
H -1.7365 2.2326 1.6298
H -1.9427 2.4454 3.3610
H -2.3752 0.9057 2.6369
```

Calculated values
Calculated total energy (Ha): -2294.4030
LUMO energy (alpha / beta) (Ha): -0.3661 / -0.3504
Spin multiplicity: 2
Highest occupied orbital energy (alpha / beta) (eV): -16.393 / -16.270
Kohn-Sham gap (alpha / beta) (hartree): 0.2363 / 0.2476
Largest force on an atom (eV/A): 0.692
Charge: +3
Energy above the lowest of the compared OMol25 structures with the same formula, charge and spin (kcal per mole): 5.7

---

4.
Entry from OMol25: a 2-piece molecular cluster, C3H9NO overall at a distorted geometry (ωB97M-V/def2-TZVPD).

The geometry in XYZ format:
```
14
C3H9NO (ωB97M-V/def2-TZVPD)
C 2.6323 2.2320 1.2965
C -1.3778 -1.2883 0.2903
C 1.7038 1.7096 0.5460
N -1.5489 -0.7504 -1.0982
O -0.3530 -0.6334 -1.8147
H 3.6867 2.4049 1.0027
H -2.0224 -1.4899 -1.6028
H 2.4581 2.2294 2.4020
H -2.2664 -1.7550 0.6769
H -0.5885 -1.9402 0.1266
H -1.0123 -0.5155 0.9266
H 0.7193 1.3839 1.0461
H 1.7115 1.4769 -0.5302
H -2.0616 0.0900 -0.9897
```

Calculated values
Calculated total energy (Ha): -249.5421
LUMO energy (Ha): 0.0237
Highest occupied orbital energy (eV): -8.674
Kohn-Sham gap (hartree): 0.3425
SMILES: C[NH2+][O-].C=C
Largest force on an atom (eV/A): 3.126
Charge: 0
Energy above the lowest of the compared OMol25 structures with the same formula, charge and spin (kcal per mole): 107.7

---

Which of these has the highest largest force on an atom? C3H9NO

---

Number 4 is which compound? C3H9NO

---

largest force on an atom of number 4 (C3H9NO)? 3.126 eV/A

---

Which formula does entry 3 have? C36H38N5O2ReS